ORCA calculation (the ωB97M-V functional and the def2-TZVPD basis) on a cluster of 2 separate species, C13H26ClO7S in total.

## Properties
E_tot   -1895.665855 a.u.
LUMO energy   -4.681 eV
Orbital gap   6.59 eV
Net charge   +1
Strongest force on any atom   0.0711 Eh/bohr

```
48
Properties=species:S:1:pos:R:3:mulliken_charge:R:1
C -1.29615 -2.49347 -0.39790 -0.9439
C -0.09778 -3.24248 0.16106 -0.4713
S 0.84698 -2.35093 1.46062 -0.1582
C -0.02290 -0.79753 1.82333 -1.2645
C 0.40608 0.40649 0.95911 2.0750
C 1.28560 0.10677 -0.23888 -1.1725
O 1.16656 1.16315 -1.19755 -0.2427
C 2.00361 0.91348 -2.28585 -0.6549
O 1.22300 0.63072 -3.41169 -0.3613
C 1.84477 -0.26105 -4.30664 -0.4116
C 1.73963 -1.72177 -3.86428 -0.3814
O 0.41943 -2.20877 -4.04281 -0.5049
O 1.37384 1.09031 1.87105 -0.4904
C 1.09462 2.34222 2.15031 0.5924
O 1.80753 3.04080 2.77160 -0.6835
O -0.06688 2.66813 1.65069 -0.4472
C -0.57714 1.58444 0.81759 -0.1206
C -2.01743 1.40199 1.27965 -1.3020
C -2.91937 0.79542 0.21496 0.0068
C -4.37971 0.85841 0.65019 -0.7103
Cl -5.24749 2.17554 -0.19618 -0.1986
H -1.78642 -3.07673 -1.16496 0.4351
H -0.99906 -1.54531 -0.82744 0.1696
H -2.01309 -2.32169 0.39725 0.3662
H 0.54991 -3.49468 -0.67084 0.3080
H -0.41596 -4.16614 0.62361 0.4626
H 0.19649 -0.53891 2.84605 0.4200
H -1.08958 -0.97861 1.77777 0.3763
H 1.03470 -0.82854 -0.73126 0.0493
H 2.30556 0.10743 0.12233 0.5229
H 2.62326 1.79446 -2.47334 0.2674
H 2.67959 0.07491 -2.10707 0.4802
H 2.87361 0.01749 -4.55021 0.3432
H 1.29809 -0.19755 -5.24122 0.3263
H 2.40856 -2.30782 -4.49551 0.4020
H 2.03774 -1.80542 -2.82592 0.1482
H 0.35635 -2.53194 -4.94900 0.3168
H -0.60940 2.04884 -0.15885 0.5947
H -2.06666 0.83302 2.20394 0.4797
H -2.42145 2.38092 1.51815 0.4070
H -2.77152 1.30032 -0.73288 0.5208
H -2.68516 -0.25247 0.05327 -0.3025
H -4.44809 1.07086 1.70954 0.3400
H -4.89725 -0.07253 0.48046 0.4359
O 2.44361 1.92997 5.77137 -0.3634
H 1.85779 1.58492 6.47675 0.4593
H 3.02206 2.64972 6.10282 0.4506
H 1.92952 2.22362 4.97681 0.4293
```